DFT (the ωB97M-V functional and the def2-TZVPD basis) results for 4 unconnected molecules or ions with the total composition C24H50N3O10S4 in a non-equilibrium geometry.

Element x y z (Å)
C (0.591, 6.271, -0.130)
C (0.957, 5.926, -1.591)
S (0.413, 4.304, -2.171)
C (1.850, 3.223, -1.854)
C (1.588, 1.962, -0.995)
C (0.195, 1.342, -1.240)
C (-0.924, 1.809, -0.290)
C (-2.299, 1.351, -0.797)
N (-3.405, 1.727, 0.101)
C (1.698, 2.303, 0.553)
O (1.670, 1.324, 1.310)
O (1.805, 3.479, 0.870)
N (2.658, 0.956, -1.256)
C (2.478, 0.053, -2.365)
N (2.147, 0.677, -3.668)
O (3.891, 1.632, -1.498)
C (4.636, 1.735, -0.309)
C (5.110, 0.404, 0.333)
C (4.396, 0.036, 1.655)
O (5.097, -0.680, -0.594)
H (0.268, 7.313, -0.032)
H (1.443, 6.073, 0.526)
H (-0.187, 5.585, 0.220)
H (2.030, 6.049, -1.764)
H (0.456, 6.636, -2.263)
H (2.606, 3.839, -1.364)
H (2.234, 2.943, -2.837)
H (0.247, 0.254, -1.114)
H (-0.118, 1.558, -2.272)
H (-0.931, 2.896, -0.179)
H (-0.772, 1.348, 0.690)
H (-2.300, 0.255, -0.840)
H (-2.515, 1.719, -1.809)
H (-3.384, 2.734, 0.243)
H (-3.190, 1.329, 1.011)
H (3.411, -0.518, -2.454)
H (1.693, -0.668, -2.117)
H (2.978, 0.719, -4.246)
H (1.469, 0.111, -4.166)
H (5.522, 2.317, -0.593)
H (4.096, 2.325, 0.445)
H (6.170, 0.555, 0.583)
H (3.870, -0.919, 1.561)
H (5.151, -0.095, 2.446)
H (3.701, 0.808, 1.992)
H (4.238, -1.106, -0.489)
C (-1.579, -3.274, 3.451)
C (-2.217, -4.294, 2.497)
C (-2.833, -3.507, 1.332)
S (-1.849, -2.006, 1.180)
O (-2.688, -0.875, 1.489)
O (-1.093, -2.049, -0.045)
C (-0.779, -2.322, 2.571)
H (-0.940, -3.755, 4.191)
H (-2.359, -2.725, 3.983)
H (-1.446, -4.968, 2.120)
H (-2.969, -4.903, 2.998)
H (-2.790, -4.041, 0.387)
H (-3.857, -3.202, 1.539)
H (-0.531, -1.373, 3.042)
H (0.125, -2.792, 2.188)
C (4.881, -4.245, 1.917)
C (5.294, -4.511, 3.372)
C (4.028, -4.885, 4.151)
S (2.922, -5.652, 2.958)
O (1.744, -4.833, 2.825)
O (2.796, -7.061, 3.240)
C (3.969, -5.405, 1.528)
H (5.744, -4.180, 1.257)
H (4.341, -3.299, 1.855)
H (6.001, -5.343, 3.406)
H (5.783, -3.644, 3.813)
H (4.218, -5.602, 4.946)
H (3.517, -4.012, 4.552)
H (3.345, -5.211, 0.658)
H (4.535, -6.326, 1.387)
C (-8.142, 0.902, -3.087)
C (-7.721, 1.342, -1.679)
C (-6.298, 1.907, -1.775)
S (-6.138, 2.558, -3.443)
O (-5.159, 1.788, -4.165)
O (-6.072, 3.997, -3.416)
C (-7.766, 2.055, -4.009)
H (-9.207, 0.678, -3.143)
H (-7.593, 0.002, -3.375)
H (-8.405, 2.115, -1.322)
H (-7.759, 0.517, -0.970)
H (-6.116, 2.709, -1.067)
H (-5.540, 1.138, -1.641)
H (-7.703, 1.784, -5.061)
H (-8.434, 2.906, -3.879)

Properties
Charge: -1
Electronic energy: -3453.85712 Ha
HOMO-LUMO gap: 6.3573 eV
2S+1: 1